[1]
Computed, not measured: a cluster of 8 separate species, C36H34N8O10 in total in a non-equilibrium geometry, with the ωB97M-V functional and the def2-TZVPD basis.

Values from the calculation:
- energy relative to the best compared isomer or geometry (same formula, charge and spin) (eV) = 2.882
- molecular weight (u) = 738.71
- HOMO-LUMO gap (eV) = 8.253
- E_tot (eV) = -70261.74239
- highest occupied orbital energy (eV) = -9.71
- SMILES = O=[N+]([O-])c1ccccc1.O=[N+]([O-])c1ccccc1.O=[N+]([O-])c1ccccc1.O=[N+]([O-])c1ccccc1.O=[N+]([O-])c1ccccc1.CC#N.CC#N.CC#N

ORCA input file:
```
! wB97M-V def2-TZVPD RIJCOSX def2/J DEFGRID3
* xyz 0 1
C 4.432 0.915 -1.018
C 6.324 -1.069 4.646
C 2.957 5.889 -1.587
C -4.794 0.420 -0.074
C -6.779 -4.742 0.153
C -7.553 0.366 -0.203
C 3.627 4.949 -3.645
H 0.338 1.318 -1.178
C -6.882 -0.344 0.843
H 3.038 3.033 -4.044
N 4.039 -1.632 1.738
C -1.404 -3.084 -4.990
H 5.798 -0.970 6.610
H -4.808 -0.699 1.625
C 2.924 3.834 -3.329
N -7.532 2.006 -2.162
H 3.402 1.197 0.864
C 5.340 -1.124 5.644
H 5.800 0.774 -2.578
H 7.286 -0.765 5.031
C 4.528 -1.628 3.136
C -0.742 -0.493 -1.088
C 3.535 6.037 -2.825
O 4.816 -1.623 0.759
H -6.371 -2.896 -0.917
H 3.387 -1.438 6.325
C 2.180 4.804 -1.319
C 5.317 1.442 -1.880
C 3.971 1.651 0.066
O 7.373 4.251 -2.450
O 0.889 3.638 0.201
N -1.749 -1.032 -0.957
C -4.922 -5.481 1.481
C 0.520 0.244 -1.205
C 4.433 2.913 0.319
C 5.271 3.536 -0.663
C -1.155 -0.652 2.707
O 1.257 5.718 0.594
C 2.222 3.724 -2.178
C 5.721 2.829 -1.744
H -3.091 -4.411 1.170
H -0.371 -1.536 -4.158
C -1.722 -1.902 3.116
H 1.200 -0.132 -0.440
C -5.434 1.174 -1.035
N -2.262 -2.918 3.391
H -7.394 -0.965 1.563
C -4.137 -4.498 0.914
H 1.621 2.831 -2.084
H 0.986 -0.260 -2.051
C -4.636 -3.605 -0.004
N 6.545 3.473 -2.788
H -1.816 0.107 3.126
C -0.654 -2.550 -3.875
H 0.258 -3.147 -3.876
O -3.274 -6.258 2.903
H 5.371 4.598 -0.494
C 4.073 -1.546 5.498
C -5.974 -3.734 -0.364
O 6.314 3.103 -3.921
C -6.833 1.172 -1.132
H 4.192 3.629 1.091
H 4.105 5.039 -4.609
C 5.867 -1.297 3.384
O -8.748 1.732 -2.261
O -6.936 2.836 -2.813
N -4.304 -6.483 2.365
H 2.591 -2.054 4.012
N 1.382 4.729 -0.060
C 3.618 -1.777 4.196
H -1.295 -0.442 1.647
H 3.173 6.688 -0.893
O 2.836 -1.735 1.496
H -0.103 -0.590 2.983
H -7.824 -4.809 -0.110
O -4.964 -7.479 2.662
H -4.938 1.889 -1.675
H -3.729 0.595 -0.037
H 3.921 6.986 -3.165
H -8.612 0.173 -0.287
H -3.889 -2.887 -0.308
H 6.622 -1.216 2.615
H 4.033 -0.082 -1.131
N -1.965 -3.605 -5.882
C -5.474 -0.339 0.854
C -6.260 -5.551 1.099
H -1.213 -2.493 -2.941
H -6.888 -6.272 1.601
*
```

=====

[2]
Computed, not measured: a structure of composition C36H35AuN2OPS in a non-equilibrium geometry, with the ωB97M-V functional and the def2-TZVPD basis.

Values from the calculation:
- molecular weight (u) = 771.70
- HOMO-LUMO gap (alpha / beta) (eV) = 6.243 / 6.243
- E_tot (eV) = -66736.70752
- highest occupied orbital energy (alpha / beta) (eV) = -11.11 / -11.11

ORCA input file:
```
! wB97M-V def2-TZVPD RIJCOSX def2/J DEFGRID3
* xyz 1 1
H -1.206 5.290 0.876
H -3.203 3.247 -4.074
C 1.921 4.325 -3.109
H -0.606 3.410 -0.296
H -4.897 -5.302 -2.752
H -2.328 6.519 0.313
H -2.205 7.491 -1.900
C -5.040 0.090 -2.815
H -0.148 -1.211 -6.093
C -3.600 -2.513 -1.376
H -4.618 -4.195 1.365
H 3.138 -4.193 -0.313
C 0.952 2.723 -1.565
C -4.604 -4.592 -1.994
C 1.501 -1.246 -0.474
P -2.640 -1.027 -1.798
H -0.931 7.076 -3.040
C 2.298 -0.603 -1.425
C -4.822 -4.877 -0.656
C -5.090 2.246 -3.877
O 0.537 0.627 2.271
H 1.195 -3.028 0.656
C -3.663 0.206 -2.667
H 2.392 -0.163 2.169
H -2.200 5.907 -2.679
H -6.818 1.038 -3.527
H 1.079 6.259 -3.027
H -3.518 -2.065 0.710
H 0.855 7.588 -1.232
H -5.553 -0.794 -2.462
H -5.274 -5.815 -0.374
H -0.430 8.011 -0.103
C -0.752 6.111 -1.086
H 0.084 1.396 2.638
N -2.096 -0.412 -0.457
H 4.495 -3.092 -2.061
N 1.058 1.430 -1.140
H 0.754 6.774 0.325
C -1.568 6.684 -2.253
C 1.876 3.049 -2.574
C -3.717 2.367 -3.718
H 2.299 1.531 1.636
C 3.666 -2.568 -1.611
H 1.163 -3.852 -2.999
C -5.747 1.117 -3.418
C 0.077 3.693 -1.079
C -0.236 -1.595 -5.088
C 0.637 -2.568 -4.631
C 0.167 7.190 -0.492
C -1.359 -1.609 -2.972
H 3.967 -0.778 -2.758
H 2.217 1.133 3.376
C 1.806 -2.530 -0.083
C -3.006 1.358 -3.098
H -3.812 -3.184 -3.408
S 2.869 1.670 -2.948
H -0.627 -3.001 -1.521
C 3.374 -1.280 -2.006
C -3.832 -2.785 -0.033
C -1.731 5.666 0.001
H 1.415 -2.949 -5.278
H 2.640 4.574 -3.874
C 0.504 -3.072 -3.347
H -1.926 -0.358 -4.623
C 2.899 -3.190 -0.638
C 1.940 0.807 2.373
C 1.041 5.263 -2.617
C 0.120 4.977 -1.597
H -1.937 1.447 -2.943
H -5.645 3.038 -4.354
C -1.237 -1.108 -4.260
Au -0.211 -0.095 0.021
C -4.448 -3.970 0.323
C -3.990 -3.408 -2.365
C -0.493 -2.595 -2.515
H -2.409 4.900 -0.369
C 1.997 0.763 -1.751
*
```

=====

[3]
Computed, not measured: a structure of composition C36H35ClN3O6Pb, with the ωB97M-V functional and the def2-TZVPD basis.

Values from the calculation:
- molecular weight (u) = 848.34
- HOMO-LUMO gap (eV) = 7.377
- E_tot (eV) = -72417.26305
- highest occupied orbital energy (eV) = -10.96

ORCA input file:
```
! wB97M-V def2-TZVPD RIJCOSX def2/J DEFGRID3
* xyz 1 1
H -0.283 2.238 -4.704
H -2.078 2.404 -2.029
C 0.132 -1.427 -1.423
O 2.242 0.622 0.012
H 0.460 -4.062 -4.210
H 2.800 -6.220 -2.537
C 0.369 -3.325 -3.426
C -2.593 0.580 0.699
N 0.831 -1.407 1.600
C -0.427 -2.202 -3.622
C 1.035 -3.499 -2.229
H 2.204 -2.808 3.102
H 4.411 -1.039 -5.995
C 1.971 -5.533 1.406
C 2.422 0.449 -3.701
H 0.663 0.078 6.680
H -0.636 -1.896 5.944
C 1.528 -2.470 1.249
H 2.853 0.528 -7.044
C -0.041 -1.328 5.242
H 5.366 -6.299 3.061
H 5.041 -2.869 1.415
C 2.469 -6.823 1.371
H -0.942 -2.069 -4.563
H 1.000 -5.315 0.980
H 4.393 -1.308 -4.244
Pb 0.236 0.077 0.084
O 2.993 -0.081 -2.553
H -0.883 -3.469 1.664
C 0.913 -2.549 -1.194
C -0.046 -1.746 3.910
C 0.632 1.664 -4.757
H -2.317 -3.706 2.678
C 1.433 0.494 4.717
C 4.413 -6.104 2.588
H 1.160 -6.040 -3.210
C 3.033 0.211 -4.930
N 2.183 -3.199 2.169
C 2.410 0.703 -6.072
H 4.198 1.619 -2.445
Cl 0.478 2.009 -7.432
O 2.605 2.705 -0.710
C -1.411 1.291 1.078
H 2.004 1.360 5.022
C 2.830 1.527 -0.785
H 4.528 0.306 -1.279
C 0.685 -0.225 5.643
H -1.057 1.452 2.088
C 4.323 -0.553 -5.025
C 1.241 1.170 -3.617
H 2.273 -3.652 -0.182
C -2.953 0.971 -0.573
C 1.227 1.416 -5.983
H 4.069 -8.120 1.976
C 3.749 0.866 -1.798
C 0.733 -1.043 2.982
O -0.782 -2.863 3.663
H -1.136 -0.363 -2.801
C 3.685 -7.109 1.979
H -3.138 -0.098 1.337
H 5.181 0.115 -4.913
H 6.043 -2.399 2.807
H -0.339 2.962 -0.073
C 2.084 -5.518 -2.953
C 1.455 0.079 3.401
H 1.895 -7.607 0.897
H 0.802 1.362 -2.645
H 2.059 0.598 2.664
C -1.500 -3.027 2.447
O 4.693 -3.851 3.220
H 4.359 -1.850 2.711
C 2.701 -4.517 2.017
H 2.509 -5.047 -3.841
H -1.908 -2.077 2.095
C 5.040 -2.673 2.490
C -0.546 -1.251 -2.629
O 1.846 -4.550 -1.936
H -3.802 0.592 -1.121
C -2.038 1.929 -1.061
C -1.090 2.183 -0.086
N 1.676 -2.846 -0.042
C 3.942 -4.796 2.590
*
```